1.
The following is a quantum chemistry calculation of an isolated molecule of C6H10N2 in a non-equilibrium geometry, from OMol25.

The calculation puts the relative energy (zero: lowest compared OMol25 entry of this formula, charge and spin) at 81.5 kcal per mole. The structure (SMILES) is C1CC1/N=N/C1CC1. The energy comes out at -344.0068 hartree. The net charge is 0. The value obtained for the frontier orbital gap is 9.569 eV.

Last column: Mulliken charge in e.
Element x y z (Å)
C -0.0698 -1.7211 2.1615  -0.52
C 1.1286 -2.0243 1.2497  -0.54
C -0.2780 -1.8314 0.6468  -0.07
N -0.5175 -0.6301 -0.1752  -0.31
N -0.0841 0.4755 0.2610  -0.13
C -0.3085 1.7373 -0.4801  0.00
C -0.9902 1.8159 -1.8437  -0.45
C 0.5216 2.0241 -1.7271  -0.63
H -0.4851 -2.5011 2.8026  0.25
H -0.1406 -0.7076 2.5916  0.25
H 1.5223 -3.0615 1.3298  0.24
H 1.8915 -1.2633 1.0678  0.28
H -0.7574 -2.7494 0.2936  0.33
H -0.4349 2.5894 0.2198  0.29
H -1.3742 0.8956 -2.3417  0.24
H -1.6246 2.7023 -2.0023  0.23
H 0.8460 3.0258 -1.9011  0.27
H 1.1550 1.2239 -2.1529  0.26

Atomic forces in eV per Å
0.516 0.675 -0.663
-0.809 -0.737 0.741
1.199 0.635 0.823
0.176 2.100 -0.011
-0.396 -1.878 0.222
-0.107 -0.836 -0.633
-0.048 -0.249 0.127
-0.995 -1.090 -0.288
0.234 0.110 -0.376
0.084 -0.588 -0.450
-0.375 0.887 -0.327
-0.528 -0.083 0.085
0.018 0.746 -0.199
0.081 -0.889 -0.499
0.505 0.755 0.743
0.451 -0.495 0.041
0.419 0.404 0.141
-0.426 0.531 0.524

***

2.
The following is a quantum chemistry calculation of an isolated molecule of C6H10N2 in a non-equilibrium geometry, from OMol25.

The calculation puts the relative energy (zero: lowest compared OMol25 entry of this formula, charge and spin) at 76.0 kcal per mole. The structure (SMILES) is C1=NCCC[C@@H]2CN12. The energy comes out at -344.0157 hartree. The net charge is 0. The value obtained for the frontier orbital gap is 9.600 eV.

Last column: Mulliken charge in e.
Element x y z (Å)
C -0.1624 -1.8039 -0.1185  0.06
N 1.1078 -1.6247 0.0616  -0.55
C 1.7145 -0.4435 -0.2530  -0.66
C 1.2533 0.7641 0.5444  -0.63
C -0.1091 1.2879 -0.2292  -0.76
C -1.3098 0.5035 -0.3896  0.20
C -1.9675 -0.3688 0.5839  -0.54
N -1.1906 -0.9319 -0.4174  -0.31
H -0.5664 -2.8187 0.0575  0.34
H 2.7681 -0.5936 -0.0693  0.38
H 1.8024 -0.1544 -1.2796  0.41
H 1.2130 0.4389 1.5443  0.38
H 2.0423 1.5673 0.2330  0.27
H 0.2529 1.6617 -1.2593  0.32
H -0.2774 2.2865 0.2981  0.28
H -1.9117 0.8814 -1.2365  0.24
H -1.5651 -0.1978 1.5628  0.31
H -3.0942 -0.4541 0.3669  0.24

Atomic forces in eV per Å
1.978 -0.346 1.257
-3.615 -3.251 -0.959
2.490 2.187 0.554
-0.424 1.243 -4.659
3.620 3.786 1.637
0.004 -0.469 -1.980
-3.554 1.232 0.363
0.430 -1.224 -1.914
0.295 0.537 0.123
0.677 0.025 0.562
-0.864 -0.125 -1.215
-0.323 0.454 1.488
-1.443 -1.074 1.456
-0.401 -0.943 1.411
-0.462 -1.070 -0.628
0.094 -0.309 0.561
-0.159 -0.640 0.718
1.656 -0.014 1.225

***

3.
The following is a quantum chemistry calculation of an isolated molecule of C6H10N2 in a non-equilibrium geometry, from OMol25.

The calculation puts the relative energy (zero: lowest compared OMol25 entry of this formula, charge and spin) at 133.0 kcal per mole. The structure (SMILES) is C1N[C@@H]2[C@@H]3NC[C@@H]1[C@H]23. The energy comes out at -343.9247 hartree. The net charge is 0. The value obtained for the frontier orbital gap is 9.381 eV.

Last column: Mulliken charge in e.
Element x y z (Å)
C -0.1873 0.6717 1.7034  -0.54
N 0.7309 -0.5156 1.6602  -0.51
C 0.3299 -1.3087 0.4605  -0.30
C 0.2862 -0.9006 -1.0527  -0.46
N 0.4338 0.4430 -1.7434  -0.50
C -0.3504 1.4629 -1.1515  -0.55
C -0.3247 0.7308 0.2145  -0.03
C -0.8190 -0.6892 -0.1069  -0.55
H -1.1835 0.5093 2.1091  0.27
H 0.3549 1.4055 2.3908  0.26
H 0.5676 -1.1947 2.4333  0.29
H 0.5738 -2.3067 0.5931  0.49
H 0.2850 -1.7292 -1.7822  0.32
H 0.0942 0.2458 -2.7394  0.31
H -1.3809 1.5761 -1.6378  0.26
H 0.0775 2.4710 -1.2403  0.27
H 0.7341 0.6167 0.1376  0.47
H -1.8840 -0.8877 -0.0848  0.50

Atomic forces in eV per Å
0.090 0.581 2.124
0.023 -1.547 0.986
1.275 1.233 0.818
-1.183 0.496 -1.396
1.642 -2.191 -4.577
-2.794 0.820 0.774
-0.271 1.818 -0.068
-1.332 0.603 -0.385
-0.043 -0.456 0.693
-0.842 -0.320 -1.601
0.197 1.009 -0.419
-0.095 -2.030 0.129
0.202 0.356 0.522
0.903 0.450 1.765
0.934 -0.354 0.726
0.338 -0.440 0.487
0.925 0.319 -0.397
0.032 -0.347 -0.181

***

4.
The following is a quantum chemistry calculation of an isolated molecule of C6H10N2 in a non-equilibrium geometry, from OMol25.

The calculation puts the relative energy (zero: lowest compared OMol25 entry of this formula, charge and spin) at 123.8 kcal per mole. The structure (SMILES) is C[C@@]12N[C@@H]1[C@H]1C[C@@H]2N1. The energy comes out at -343.9395 hartree. The net charge is 0. The value obtained for the frontier orbital gap is 9.916 eV.

Last column: Mulliken charge in e.
Element x y z (Å)
C 0.9939 -1.7701 0.9323  -0.97
C 0.5105 -0.7544 -0.1124  0.60
N 0.5055 -0.9719 -1.5986  -0.79
C -0.7517 -0.5714 -0.8511  -0.45
C -1.1208 0.9020 -0.8788  -0.43
C -0.9418 1.0513 0.7118  -0.68
C 0.5087 0.6945 0.3998  -0.08
N 0.3777 1.6251 -0.8302  -0.74
H 2.0837 -1.3200 1.4444  0.26
H 1.0893 -2.8163 0.1972  0.29
H 0.1654 -1.8821 1.7710  0.23
H 0.7549 -0.1346 -2.1010  0.34
H -1.4536 -1.3805 -0.7045  0.47
H -1.7168 1.3735 -1.5280  0.63
H -1.4858 0.3501 1.3365  0.32
H -1.0039 2.1103 1.2186  0.23
H 1.3333 0.8359 1.0928  0.45
H 0.1514 2.6585 -0.4997  0.30

Atomic forces in eV per Å
0.494 -1.126 -0.928
-0.292 2.224 -0.167
-1.147 -0.254 1.776
0.479 -2.509 -2.174
5.471 -0.347 5.411
-0.842 1.455 1.316
0.900 1.946 -0.580
-1.207 -0.099 -0.028
-3.201 -1.790 -1.602
0.107 2.768 2.832
1.933 0.002 -1.634
0.665 0.377 0.043
-0.664 0.293 -0.571
-2.752 1.305 -2.117
-0.354 -0.211 0.148
-0.130 -1.839 -1.274
-0.028 0.712 0.128
0.567 -2.906 -0.578

***

5.
The following is a quantum chemistry calculation of a structure of composition C6H10N2 in a non-equilibrium geometry, from OMol25.

The calculation puts the relative energy (zero: lowest compared OMol25 entry of this formula, charge and spin) at 132.3 kcal per mole. The energy comes out at -343.9259 hartree. The net charge is 0. The value obtained for the frontier orbital gap is 9.263 eV.

Last column: Mulliken charge in e.
Element x y z (Å)
C 2.1861 0.0446 0.0096  -0.13
C -0.2113 -0.1316 0.7498  -0.21
C -0.3508 1.1656 0.0644  -0.22
C -1.8737 0.8538 -0.2156  -0.64
C -2.1909 -0.4139 -0.3274  -0.24
C -1.0429 -1.1381 -0.0712  -0.68
H 2.6105 0.2111 -1.8221  0.21
H 3.1817 0.2503 0.3001  0.40
H 1.8091 0.4454 1.8592  0.32
H -0.8415 -0.2880 1.6051  0.47
H -0.0386 2.0743 0.8551  0.21
H 0.0089 1.3837 -0.9341  0.32
H -2.7020 1.6227 -0.4730  0.27
H -3.0131 -0.9093 -0.9450  0.30
H -1.4114 -1.8447 0.8477  0.22
H -0.4458 -1.6246 -0.8619  0.35
N 1.9033 -0.1915 -1.1553  -0.50
N 1.2029 -0.3234 0.9141  -0.44

Atomic forces in eV per Å
-1.686 -1.856 1.113
2.256 -0.180 -1.879
-4.203 2.893 2.099
-2.863 4.867 -0.869
-2.451 0.678 -3.590
3.236 -5.065 3.868
-0.610 -1.041 0.784
0.801 0.772 1.154
-3.357 -3.074 -2.612
0.956 1.331 1.412
-1.213 -2.136 -2.239
0.871 -0.473 0.247
1.710 -0.876 0.475
0.619 1.162 1.533
1.298 0.069 -2.570
-0.719 -0.069 0.257
0.294 1.025 -5.769
5.060 1.973 6.586

***

6.
The following is a quantum chemistry calculation of the ion C6H10N2 with charge +2 in a non-equilibrium geometry, from OMol25.

The spin multiplicity is 3. The calculation puts the relative energy (zero: lowest compared OMol25 entry of this formula, charge and spin) at 53.8 kcal per mole. The energy comes out at -343.1880 hartree. The net charge is +2. As for the expectation value of S²: 2.02. The value obtained for the frontier orbital gap (spin up / spin down) is 9.362 / 8.742 eV.

Last column: Mulliken charge in e.
Element x y z (Å)
C 0.7560 0.5791 -0.8857  0.39
C 0.7825 0.9695 0.4369  -0.58
C -0.0898 0.0119 -3.1906  -0.23
C -1.2768 0.4547 -2.3683  -0.48
C -0.3298 -0.2842 2.3740  0.33
C 0.3614 -1.4208 2.6981  -1.05
N -0.2497 0.5583 1.4218  -0.01
N 0.1656 0.3992 -1.9160  0.09
H 1.6656 0.7969 1.0466  0.47
H 0.6897 2.1522 0.3449  0.33
H 0.0563 -1.0179 -3.3532  0.30
H 0.1425 0.6186 -4.0526  0.28
H -1.6454 1.4579 -2.4414  0.32
H -1.7866 -0.2065 -1.7839  0.36
H -1.1463 0.0311 3.0671  0.39
H -0.2862 -2.1850 3.1692  0.34
H 1.1372 -1.2447 3.4855  0.38
H 1.0536 -1.6703 1.9474  0.37

Atomic forces in eV per Å
1.536 -1.203 -1.655
-1.194 3.555 3.679
-1.840 -0.278 -2.688
1.414 0.809 -1.156
-3.440 4.987 -0.131
2.548 -2.695 1.926
0.926 -1.689 -0.414
-0.017 1.630 2.114
0.811 -0.028 -0.635
0.406 -1.858 0.444
0.081 -1.256 -0.201
0.538 0.482 0.196
-0.075 0.373 -0.303
-1.721 -1.917 0.962
0.105 -0.225 -0.264
0.351 0.112 -0.684
-0.801 0.534 0.217
0.372 -1.332 -1.405

***

7.
The following is a quantum chemistry calculation of an isolated molecule of C6H10N2O in a non-equilibrium geometry, from OMol25.

The calculation puts the relative energy (zero: lowest compared OMol25 entry of this formula, charge and spin) at 158.9 kcal per mole. The structure (SMILES) is OCCCc1cc[nH]n1. The energy comes out at -419.1333 hartree. The net charge is 0. The value obtained for the frontier orbital gap is 10.054 eV.

Last column: Mulliken charge in e.
Element x y z (Å)
O 3.8693 0.5028 -0.4230  -0.49
C 2.8825 -0.3280 0.2087  -0.26
C 1.5586 0.1626 -0.1200  -1.70
C 0.4268 -0.6901 0.5037  -0.39
C -0.8574 -0.2422 0.2547  0.30
C -1.4800 1.0567 0.3839  -0.86
C -2.8462 0.9411 -0.0375  -0.20
N -2.9881 -0.3303 -0.4575  0.26
N -1.8585 -1.1744 -0.2744  -0.68
H 3.6572 0.8018 -1.1778  0.24
H 2.9354 -0.1520 1.4007  0.20
H 3.2072 -1.4297 0.0160  0.22
H 1.3685 0.2387 -1.1018  0.82
H 1.4055 1.0363 -0.0200  1.06
H 0.2834 -1.8551 0.4048  0.20
H 0.5623 -0.5481 1.4929  0.38
H -1.1094 1.8109 0.8448  0.59
H -3.7089 1.7232 0.1734  0.29
H -3.7350 -0.5155 -0.6864  0.02

Atomic forces in eV per Å
2.982 -3.554 9.598
2.736 -0.247 2.314
-0.404 -12.292 -0.641
2.022 -2.874 -1.229
-8.581 0.642 -3.050
-3.523 -6.071 -2.977
1.968 1.081 1.599
18.048 5.006 6.350
0.768 4.319 0.630
-2.947 3.127 -8.702
0.564 -0.528 -2.518
-1.281 1.750 0.220
-0.280 -1.114 -4.537
-1.557 11.792 3.490
1.413 2.042 -0.424
0.645 0.134 3.789
2.506 4.982 2.706
1.889 -2.047 -0.995
-16.968 -6.148 -5.625

***

8.
The following is a quantum chemistry calculation of an isolated molecule of C6H10N2O in a non-equilibrium geometry, from OMol25.

The calculation puts the relative energy (zero: lowest compared OMol25 entry of this formula, charge and spin) at 107.9 kcal per mole. The structure (SMILES) is Cc1cnoc1N(C)C. The energy comes out at -419.2146 hartree. The net charge is 0. The value obtained for the frontier orbital gap is 7.666 eV.

Last column: Mulliken charge in e.
Element x y z (Å)
C 0.9124 2.2275 -0.0587  -1.41
C 1.4652 0.8162 -0.1275  0.68
C 2.6049 0.1354 0.1097  -0.65
N 2.4850 -1.2374 0.0950  -0.56
O 1.2128 -1.5540 0.0302  -0.13
C 0.3742 -0.5877 -0.0622  0.45
N -0.9300 -0.8316 -0.0936  0.06
C -1.7810 0.3053 0.0080  -0.88
C -1.5426 -2.1673 0.0210  -0.93
H 0.6938 2.6409 -1.0709  0.29
H 0.1968 2.3339 0.7211  0.41
H 1.6897 2.9431 0.2535  0.38
H 3.5586 0.6049 0.1673  0.44
H -1.1828 1.1682 -0.4601  0.24
H -2.6561 0.2230 -0.5593  0.31
H -1.9971 0.3718 1.0801  0.33
H -0.9974 -2.9203 -0.5586  0.32
H -1.6199 -2.3955 1.0803  0.32
H -2.4866 -2.0764 -0.5752  0.32

Atomic forces in eV per Å
2.400 0.192 -1.036
-5.403 -2.661 0.772
-0.864 -2.389 -0.847
4.333 2.263 0.717
-2.751 -1.331 -0.146
3.758 4.321 -0.311
0.132 -0.977 -1.153
2.050 1.566 0.374
0.010 0.931 -1.454
-0.738 -0.453 0.789
-1.091 0.115 0.061
0.264 -0.446 0.091
0.693 -0.172 0.130
-1.240 -0.988 1.272
-1.404 -0.447 -0.777
-0.373 1.027 -0.176
0.370 0.179 0.572
-0.483 -0.518 -0.081
0.337 -0.211 1.203

***

9.
The following is a quantum chemistry calculation of an isolated molecule of C6H10N2O in a non-equilibrium geometry, from OMol25.

The calculation puts the relative energy (zero: lowest compared OMol25 entry of this formula, charge and spin) at 124.1 kcal per mole. The structure (SMILES) is N#CCN1CCOCC1. The energy comes out at -419.1887 hartree. The net charge is 0. The value obtained for the frontier orbital gap is 10.335 eV.

Last column: Mulliken charge in e.
Element x y z (Å)
N 3.7487 0.8013 0.1836  -0.36
C 2.8699 0.1567 0.0590  0.08
C 1.6684 -0.8160 -0.0405  -0.34
N 0.4219 -0.3028 0.3495  -0.13
C 0.2080 1.0625 -0.2265  -1.15
C -1.1647 1.5083 0.1362  -0.32
O -2.1905 0.6936 -0.1744  -0.33
C -1.9536 -0.5912 0.3785  -0.63
C -0.5876 -1.1993 -0.1348  -1.23
H 2.0553 -1.7256 0.4831  0.37
H 1.7635 -1.2803 -1.1521  0.26
H 1.0384 1.7898 0.0766  0.39
H 0.1415 0.9060 -1.0955  0.74
H -1.1316 2.5995 -0.5533  0.25
H -1.1830 1.7033 1.3712  0.28
H -2.8491 -1.2450 -0.1436  0.27
H -1.8621 -0.5281 1.4365  0.43
H -0.6595 -1.4248 -1.1007  0.62
H -0.3338 -2.1081 0.1472  0.79

Atomic forces in eV per Å
6.027 4.473 0.731
-7.736 -5.584 -0.659
4.233 -1.320 -2.261
0.827 1.055 -0.158
1.339 0.682 12.110
1.587 5.694 2.431
-0.403 -1.049 -0.873
-1.216 -2.830 -3.455
-2.674 4.790 3.208
-0.825 0.709 0.381
-0.568 1.448 1.695
-1.418 -1.068 -0.376
-0.017 -1.524 -12.987
-1.126 -2.829 2.326
0.006 0.055 -3.026
2.082 1.418 2.111
-0.624 -0.144 1.082
-0.013 0.505 -5.048
0.520 -4.480 2.769

***

10.
The following is a quantum chemistry calculation of a cluster of 2 separate species, C6H10N2O in total in a non-equilibrium geometry, from OMol25.

The calculation puts the relative energy (zero: lowest compared OMol25 entry of this formula, charge and spin) at 123.7 kcal per mole. The energy comes out at -419.1894 hartree. The net charge is 0. The value obtained for the frontier orbital gap (spin up / spin down) is 8.268 / 7.628 eV.

Last column: Mulliken charge in e.
Element x y z (Å)
C -2.4771 -2.3996 1.0107  -0.29
C -1.1604 -1.9153 1.2341  -0.27
C -1.9986 -0.9028 -0.4338  0.54
C -1.9513 0.0756 -1.5091  -0.80
C 2.1571 1.9760 -0.0039  -1.13
C 2.0131 0.5134 -0.1092  -0.03
N -2.9723 -1.7429 -0.0180  -0.69
N -0.9286 -0.9971 0.3687  -0.22
O 1.0070 -0.0953 -0.7597  -0.31
H -2.8372 -3.2447 1.4215  0.46
H -0.4167 -2.2982 1.7857  0.50
H -2.8264 0.6615 -1.7214  0.35
H -1.0663 0.6946 -1.3037  0.21
H -1.5929 -0.4336 -2.3828  0.25
H 3.1078 2.3028 0.4264  0.36
H 2.1223 2.3106 -1.0222  0.30
H 1.2759 2.4469 0.4390  0.30
H 1.8037 0.0323 1.0615  0.18
H 3.0170 0.1294 -0.4163  0.29

Atomic forces in eV per Å
0.725 2.092 -1.993
-1.479 0.835 -1.462
-0.579 0.080 1.543
1.013 0.492 -0.073
-1.161 1.205 -0.535
0.639 -2.889 3.591
-1.920 -0.791 -0.682
2.503 1.167 0.089
0.536 0.908 -0.931
-1.871 -2.467 1.339
2.392 -1.205 2.421
-0.498 -0.079 -0.005
-0.565 0.154 0.170
-0.244 -0.459 -0.930
-0.324 -0.199 0.177
0.285 0.592 -0.764
0.285 0.038 0.423
0.826 0.996 -2.588
-0.563 -0.472 0.208

***

Question: Look up the net charge of the ninth one.
Answer: 0

***

Question: Among the records above, which one has the lowest relative energy (zero: lowest compared OMol25 entry of this formula, charge and spin)?
Answer: number 6